[1]
The following is a quantum chemistry calculation of a molecular structure, C39H51As2N3O9PtSb2, from the Open Molecules 2025 dataset.

Computed properties:
Energy relative to the best compared isomer or geometry (same formula, charge and spin) ... 0.0 kJ/mol
⟨S²⟩ ... 2.0092
Calculated total energy ... -202151.6872 eV
2S+1 ... 3
Charge ... +2
HOMO-LUMO gap (alpha / beta) ... 0.2358 / 0.2155 Eh
LUMO level (alpha / beta) ... -6.12 / -6.83 eV

Geometry (Å):
1 Pt -0.13367 0.35346 0.22512
2 C 1.86481 -3.01808 0.36098
3 Sb 0.93265 -1.73892 -1.04094
4 C -0.36866 -3.02575 -2.10312
5 C 2.50941 -1.51086 -2.45656
6 C 3.71723 -0.76722 -1.94560
7 C 4.80057 -1.50735 -1.47064
8 C 5.96679 -0.89502 -1.03981
9 C 6.07063 0.48714 -1.09691
10 C 5.00035 1.23120 -1.56370
11 C 3.81322 0.62676 -1.97689
12 C 2.67777 1.50442 -2.43726
13 Sb 1.50605 2.16024 -0.77272
14 C 0.57560 3.88392 -1.56802
15 C 2.97643 2.95250 0.50826
16 H 2.88393 -2.66946 0.53001
17 H 1.88388 -4.02881 -0.04452
18 H 1.31971 -3.01348 1.30415
19 H -0.34646 -2.76252 -3.15954
20 H -1.38280 -2.93083 -1.71991
21 H -0.00638 -4.04349 -1.96503
22 H 2.06700 -1.08822 -3.35877
23 H 2.76787 -2.55057 -2.66818
24 H 4.73371 -2.59105 -1.46236
25 H 6.79629 -1.49446 -0.68765
26 H 6.98566 0.98161 -0.79849
27 H 5.08888 2.31082 -1.62410
28 H 2.00925 1.02397 -3.14892
29 H 3.03983 2.42969 -2.88690
30 H 1.33265 4.66164 -1.66464
31 H -0.22280 4.22405 -0.91127
32 H 0.16216 3.64558 -2.54723
33 H 3.51005 3.74849 -0.00943
34 H 3.67128 2.16255 0.78793
35 H 2.48689 3.35133 1.39613
36 C -4.46591 6.33305 1.84465
37 C -4.66902 4.85733 1.60972
38 C -4.79814 4.34153 0.32474
39 C -5.01995 2.98929 0.08651
40 C -5.10242 2.11162 1.16051
41 N -5.35030 0.70748 1.06449
42 C -5.55108 -0.13806 0.02384
43 O -5.93790 -1.27588 0.16831
44 N -5.29557 0.38326 -1.27620
45 C -4.00156 0.54580 -1.74500
46 C -3.74283 0.57236 -3.11407
47 C -2.44239 0.69188 -3.56138
48 C -1.41589 0.76790 -2.63909
49 N -1.65989 0.76025 -1.32397
50 C -2.91976 0.67126 -0.88111
51 C -4.97046 2.60676 2.45053
52 C -4.76425 3.95990 2.66808
53 H -3.78008 6.76084 1.11349
54 H -4.06790 6.52577 2.83984
55 H -5.40996 6.87442 1.75879
56 H -4.75624 5.01631 -0.52366
57 H -5.17216 2.64869 -0.92579
58 H -5.55315 0.25135 1.94286
59 H -5.92843 -0.03846 -1.94248
60 H -4.56083 0.48466 -3.82056
61 H -2.22137 0.70977 -4.62023
62 H -0.38038 0.84209 -2.94780
63 H -3.06332 0.65326 0.19090
64 H -5.04415 1.93309 3.29738
65 H -4.68623 4.32181 3.68752
66 C -3.75411 -3.38222 1.50611
67 O -2.65404 -3.02169 2.38398
68 C -1.84304 -2.06670 2.00715
69 O -1.92119 -1.49693 0.92544
70 C -0.70581 -1.84473 2.96247
71 C -0.78257 -2.11280 4.28231
72 As -2.45635 -1.33613 4.96061
73 C -2.41314 -1.52534 6.89498
74 C -1.43062 0.40877 4.82253
75 C -0.54543 0.81557 3.91694
76 As 0.34982 -0.29129 2.51510
77 C 2.17270 -0.18883 3.11457
78 C 0.06254 2.20574 3.94155
79 O 0.85347 2.53541 4.76986
80 O -0.15567 2.97602 2.85421
81 C -1.35017 2.79177 2.07262
82 C -1.99366 1.40327 5.81482
83 O -3.07376 1.90509 5.64347
84 O -1.20226 1.58085 6.85503
85 C -1.68177 2.47629 7.89420
86 C 0.51738 -2.27792 5.05250
87 O 1.55853 -2.51759 4.49722
88 O 0.35160 -2.19183 6.36057
89 C 1.54679 -2.40565 7.15615
90 H -3.97341 -4.41692 1.74113
91 H -3.46058 -3.27138 0.46786
92 H -4.60426 -2.74244 1.72757
93 H -2.35316 -2.58816 7.11878
94 H -3.36349 -1.14022 7.26161
95 H -1.57980 -1.00612 7.35375
96 H 2.23486 -0.25219 4.19479
97 H 2.52541 0.78235 2.76849
98 H 2.74095 -0.98951 2.64883
99 H -1.85001 3.75396 2.00092
100 H -2.03273 2.07553 2.52795
101 H -1.06843 2.45774 1.07268
102 H -1.31033 3.47486 7.68190
103 H -1.25430 2.10168 8.81635
104 H -2.76562 2.47667 7.92917
105 H 1.26705 -2.13404 8.16701
106 H 2.35597 -1.78030 6.79233
107 H 1.83356 -3.45215 7.10132

[2]
The following is a quantum chemistry calculation of a molecular structure, C39H51AsBF2PSSbZr at a distorted geometry, from the Open Molecules 2025 dataset.

Computed properties:
Energy relative to the best compared isomer or geometry (same formula, charge and spin) ... 123.0 kJ/mol
⟨S²⟩ ... 0.7647
Calculated total energy ... -136147.1833 eV
2S+1 ... 2
Charge ... +2
HOMO-LUMO gap (alpha / beta) ... 0.1963 / 0.1885 Eh
LUMO level (alpha / beta) ... -6.96 / -7.18 eV

Geometry (Å):
1 Zr 0.01891 0.23822 0.66281
2 C 4.35900 0.30751 0.18332
3 C 5.03410 0.75734 -1.12120
4 As 5.83506 -0.75995 -2.13849
5 C 6.91773 -1.41327 -0.65094
6 C 7.80765 -0.58858 0.04000
7 C 8.53536 -1.08554 1.11299
8 C 8.38194 -2.41338 1.50437
9 C 7.50419 -3.24105 0.81925
10 C 6.77381 -2.74012 -0.25433
11 C 7.16936 0.31538 -3.06010
12 C 8.44003 -0.21122 -3.27543
13 C 9.38486 0.51186 -3.99078
14 C 9.06613 1.76458 -4.50178
15 C 7.79732 2.28904 -4.30173
16 C 6.85028 1.56366 -3.58762
17 P 2.65903 -0.28944 -0.11318
18 C 2.85778 -1.67588 -1.25279
19 C 3.59798 -2.80880 -0.91272
20 C 3.83230 -3.78804 -1.86389
21 C 3.35466 -3.62971 -3.16120
22 C 2.64296 -2.49155 -3.51151
23 C 2.38893 -1.51547 -2.55709
24 C 2.15133 -1.02598 1.49572
25 C 1.51392 -2.27538 1.57711
26 C 1.11236 -2.78660 2.81045
27 C 1.32817 -2.05852 3.97150
28 C 1.88303 -0.78752 3.89727
29 C 2.26677 -0.25669 2.67000
30 H 4.31796 1.11444 0.91679
31 H 4.90289 -0.51932 0.64389
32 H 5.82987 1.46258 -0.88660
33 H 4.33854 1.26965 -1.78824
34 H 7.95918 0.43653 -0.28002
35 H 9.23402 -0.44339 1.63494
36 H 8.95801 -2.80212 2.33480
37 H 7.39740 -4.27858 1.11064
38 H 6.09754 -3.39165 -0.79867
39 H 8.69921 -1.18407 -2.87620
40 H 10.37175 0.09578 -4.14967
41 H 9.80382 2.32755 -5.05933
42 H 7.54110 3.26044 -4.70607
43 H 5.85747 1.97922 -3.45329
44 H 4.01490 -2.91548 0.08271
45 H 4.40194 -4.67013 -1.60028
46 H 3.54831 -4.39335 -3.90344
47 H 2.29122 -2.36079 -4.52744
48 H 1.83640 -0.62267 -2.82778
49 H 1.41626 -2.88555 0.69053
50 H 0.66307 -3.77073 2.86014
51 H 1.05395 -2.47406 4.93370
52 H 2.03566 -0.20841 4.80080
53 H 2.72888 0.72299 2.64226
54 S -1.83898 -0.34762 3.91911
55 C -1.02650 -0.18522 2.67873
56 F -1.08408 -2.24068 -0.38292
57 B -0.49792 -1.42449 -1.17320
58 F -1.77887 0.53723 0.09676
59 C 2.00997 5.70973 0.35270
60 C 2.12010 4.18762 0.33173
61 C 2.83963 3.68209 -0.91981
62 C 2.87674 3.69166 1.56502
63 Sb 0.16000 3.22159 0.34705
64 C -1.08142 4.10217 1.93132
65 C -1.34912 5.58175 1.66205
66 C -0.33931 3.91171 3.25223
67 C -2.40207 3.33360 1.96382
68 C -0.81847 3.61724 -1.57838
69 C -0.53265 5.03314 -2.06330
70 C -2.32099 3.43156 -1.39395
71 C -0.27358 2.57432 -2.55550
72 H 3.01707 6.13579 0.26652
73 H 1.58406 6.07046 1.28846
74 H 1.41538 6.09698 -0.46934
75 H 3.89080 3.99593 -0.88103
76 H 2.41170 4.08295 -1.83558
77 H 2.82163 2.59300 -0.97971
78 H 3.92254 4.01797 1.50028
79 H 2.87173 2.60093 1.62526
80 H 2.46604 4.08874 2.49110
81 H -0.44712 6.18764 1.73152
82 H -2.06042 5.95813 2.40630
83 H -1.79464 5.74007 0.67764
84 H 0.58697 4.48028 3.28939
85 H -0.11762 2.85902 3.43891
86 H -0.97132 4.26951 4.07348
87 H -3.01191 3.52412 1.08350
88 H -2.97360 3.66205 2.84097
89 H -2.25650 2.25765 2.04915
90 H -0.85988 5.78258 -1.34144
91 H -1.09453 5.20166 -2.98971
92 H 0.51682 5.20201 -2.28561
93 H -2.75132 4.22950 -0.78775
94 H -2.57356 2.46957 -0.94782
95 H -2.79854 3.47572 -2.38062
96 H 0.81094 2.62492 -2.66002
97 H -0.71040 2.74678 -3.54710
98 H -0.55407 1.56340 -2.25351

[3]
The following is a quantum chemistry calculation of a molecular structure, C39H51HfN6OP2STe, from the Open Molecules 2025 dataset.

Computed properties:
Energy relative to the best compared isomer or geometry (same formula, charge and spin) ... 0.0 kJ/mol
⟨S²⟩ ... 0.7581
Calculated total energy ... -90263.4166 eV
2S+1 ... 2
Charge ... +2
HOMO-LUMO gap (alpha / beta) ... 0.2448 / 0.2524 Eh
LUMO level (alpha / beta) ... -5.42 / -6.01 eV

Geometry (Å):
1 Hf -1.76811 -0.07483 0.92398
2 C -4.48810 0.36236 4.61809
3 C -3.91063 0.18438 3.25395
4 N -2.79963 -0.42623 3.00828
5 N -2.19819 -1.02810 4.07209
6 C -1.07839 -1.64156 3.78514
7 N -0.48586 -2.31060 4.78379
8 S -0.25859 -1.67437 2.24292
9 C -4.64942 0.67697 2.07675
10 C -5.94532 1.16685 2.19810
11 C -6.66576 1.47660 1.05967
12 C -6.07739 1.28283 -0.18148
13 C -4.77532 0.83127 -0.22397
14 N -4.05817 0.54789 0.87157
15 H -3.75556 0.09527 5.37051
16 H -5.37164 -0.26466 4.76083
17 H -4.78937 1.40123 4.75717
18 H -0.88774 -2.27333 5.70611
19 H 0.40481 -2.75362 4.64741
20 H -6.38848 1.28201 3.17497
21 H -7.67804 1.84926 1.13900
22 H -6.61106 1.48347 -1.09904
23 H -4.27834 0.68489 -1.17331
24 C -3.22448 -3.67452 2.28741
25 P -3.31357 -2.56891 0.84902
26 C -5.11435 -2.44688 0.57972
27 C -2.78218 -3.64678 -0.54076
28 C -2.51539 -2.81152 -1.79569
29 P -1.26769 -1.52651 -1.42832
30 C 0.28547 -2.45242 -1.26145
31 C -1.06520 -0.63149 -2.99397
32 H -3.82301 -4.56963 2.11337
33 H -3.60284 -3.15863 3.16918
34 H -2.18964 -3.95987 2.47067
35 H -5.56378 -3.44052 0.57536
36 H -5.33644 -1.95527 -0.36789
37 H -5.56930 -1.86375 1.38160
38 H -3.53906 -4.41068 -0.72943
39 H -1.87485 -4.16870 -0.22621
40 H -3.42727 -2.30052 -2.12142
41 H -2.18061 -3.43261 -2.62962
42 H 0.48656 -3.04575 -2.15521
43 H 0.25438 -3.09867 -0.38430
44 H 1.09193 -1.73512 -1.12213
45 H -0.74982 -1.30798 -3.78964
46 H -0.30130 0.13401 -2.86196
47 H -1.99879 -0.14625 -3.27909
48 C -2.12335 3.95389 -2.00309
49 C -2.10739 2.66350 -1.33023
50 N -2.07478 1.65122 -0.79470
51 H -2.98916 4.52699 -1.67495
52 H -2.17199 3.80682 -3.08101
53 H -1.21595 4.50172 -1.75165
54 C 4.34556 -2.73110 -5.89851
55 C 3.87842 -1.83383 -4.78848
56 C 3.21608 -0.64112 -5.05811
57 C 2.77401 0.20296 -4.04758
58 C 2.13442 1.51153 -4.44663
59 C 3.00221 -0.18303 -2.71314
60 Te 2.26204 1.14614 -1.24148
61 N 0.22302 0.75355 0.40315
62 C 0.01931 1.66472 1.28859
63 O -1.14518 1.61119 1.96265
64 C 0.94610 2.76061 1.67654
65 C 1.41869 3.66514 0.73160
66 C 2.32039 4.65365 1.10051
67 C 2.75631 4.73467 2.41443
68 C 2.26307 3.85099 3.36641
69 C 1.34785 2.87584 3.00383
70 C 3.90889 1.19663 0.07177
71 C 4.97184 1.94713 -0.42887
72 C 6.13158 2.08559 0.31437
73 C 6.21469 1.47741 1.55848
74 C 5.14850 0.74071 2.04589
75 C 3.96694 0.58071 1.32117
76 C 2.84514 -0.21314 1.92622
77 C 3.67001 -1.37612 -2.40850
78 C 3.98845 -1.80604 -1.00327
79 C 4.09799 -2.17669 -3.46058
80 H 4.31424 -2.22366 -6.86067
81 H 3.71485 -3.61937 -5.96601
82 H 5.36586 -3.07026 -5.72178
83 H 3.05598 -0.34874 -6.08947
84 H 1.99241 1.54132 -5.52525
85 H 2.76221 2.36120 -4.17142
86 H 1.15702 1.66977 -3.98542
87 H 1.06735 3.61105 -0.29193
88 H 2.68080 5.36021 0.36446
89 H 3.46717 5.49738 2.70220
90 H 2.58713 3.92893 4.39548
91 H 0.94511 2.19763 3.74631
92 H 4.90363 2.42061 -1.40118
93 H 6.95862 2.66138 -0.07729
94 H 7.11416 1.57490 2.15136
95 H 5.22641 0.26822 3.01754
96 H 3.23970 -1.01443 2.55053
97 H 2.18324 -0.64855 1.18009
98 H 2.21894 0.42264 2.55472
99 H 3.19002 -1.54926 -0.30658
100 H 4.89929 -1.32455 -0.64146
101 H 4.13959 -2.88342 -0.96047
102 H 4.62812 -3.09423 -3.23034

[4]
The following is a quantum chemistry calculation of a molecular structure, C39H51MnN10O2S2Si2 at a distorted geometry, from the Open Molecules 2025 dataset.

Computed properties:
Energy relative to the best compared isomer or geometry (same formula, charge and spin) ... 24.4 kJ/mol
⟨S²⟩ ... 6.0527
Calculated total energy ... -129014.5650 eV
2S+1 ... 5
Charge ... 0
HOMO-LUMO gap (alpha / beta) ... 0.2059 / 0.2078 Eh
LUMO level (alpha / beta) ... -0.34 / -0.38 eV

Geometry (Å):
1 Mn -1.06274 0.74890 0.77219
2 C 1.39482 -1.16986 3.32877
3 Si 1.86762 0.38319 2.38357
4 C 2.86132 0.08349 0.80789
5 C 3.22781 1.07674 3.47455
6 N 0.45698 1.23817 2.02266
7 C 0.10049 2.53461 2.45782
8 C 0.93740 3.25138 3.30972
9 C 0.63268 4.51739 3.75338
10 C -0.57893 5.09012 3.40343
11 C -1.43508 4.39529 2.58667
12 C -1.11131 3.15876 2.03317
13 N -1.93856 2.53973 1.09461
14 Si -3.34426 3.15881 0.31835
15 C -3.00925 3.26473 -1.52499
16 C -4.85578 2.14814 0.76447
17 C -3.91058 4.91832 0.68974
18 H 2.16499 -1.96258 3.32556
19 H 0.42304 -1.61885 3.10567
20 H 1.32290 -0.82144 4.36777
21 H 3.71201 -0.58151 0.98929
22 H 3.27311 1.07742 0.56487
23 H 2.35519 -0.28298 -0.07878
24 H 3.97155 0.27121 3.51646
25 H 2.90612 1.29210 4.50052
26 H 3.71162 1.96471 3.04549
27 H 1.88890 2.83706 3.58777
28 H 1.33539 5.03985 4.40407
29 H -0.87278 6.06964 3.77022
30 H -2.37717 4.85756 2.33517
31 H -2.59325 2.35766 -1.97796
32 H -2.30745 4.10244 -1.64169
33 H -3.93415 3.50149 -2.05843
34 H -5.11301 1.31499 0.09485
35 H -5.71821 2.83692 0.76423
36 H -4.75319 1.77898 1.78698
37 H -3.14857 5.69068 0.52986
38 H -4.34807 5.04869 1.68042
39 H -4.70913 5.06699 -0.05303
40 C 0.19287 -3.52394 -4.95070
41 C -0.77377 -2.83264 -4.02574
42 C -1.13586 -3.38743 -2.79887
43 C -2.00634 -2.73075 -1.93938
44 C -2.52050 -1.47746 -2.29773
45 C -2.20940 -0.93834 -3.53479
46 C -1.33663 -1.60937 -4.38465
47 S -3.66608 -0.59274 -1.25427
48 O -4.70058 -1.53371 -0.90067
49 O -4.04189 0.54712 -2.04487
50 N -2.86831 -0.16198 -0.02264
51 C -3.18717 -0.42418 1.30403
52 C -4.33325 -0.98789 1.81605
53 C -4.45780 -1.04477 3.18051
54 C -3.47881 -0.56762 4.04504
55 C -2.32861 -0.04989 3.49775
56 N -2.22372 -0.02479 2.15749
57 H 0.71224 -4.34479 -4.45246
58 H 0.95110 -2.83423 -5.33197
59 H -0.32964 -3.94578 -5.81286
60 H -0.72513 -4.35235 -2.50537
61 H -2.27438 -3.18456 -0.98415
62 H -2.64148 0.00951 -3.84002
63 H -1.09596 -1.17026 -5.35170
64 H -5.10630 -1.30570 1.13882
65 H -5.38652 -1.46758 3.56575
66 H -3.59014 -0.62470 5.12279
67 H -1.51063 0.37022 4.05662
68 S 1.79724 -5.28297 -0.04722
69 C 0.94452 -3.71212 0.08625
70 C -0.01141 -3.51826 1.06123
71 C -0.62489 -2.30123 1.13094
72 N -0.31606 -1.33249 0.30922
73 C 0.51472 -1.53024 -0.67436
74 C 1.19498 -2.70062 -0.81322
75 C 3.28843 -4.77914 0.78208
76 C 4.29851 -4.12336 0.09665
77 C 5.40971 -3.68072 0.80098
78 N 5.55992 -3.86950 2.11898
79 C 4.59065 -4.51879 2.76692
80 C 3.44507 -4.99325 2.13955
81 H -0.24670 -4.29682 1.78003
82 H -1.32174 -2.05417 1.91789
83 H 0.70851 -0.68919 -1.31835
84 H 1.89372 -2.83333 -1.62866
85 H 4.22142 -3.92430 -0.97124
86 H 6.21155 -3.14601 0.29911
87 H 4.71010 -4.63930 3.84025
88 H 2.67439 -5.48293 2.71891
89 C 3.96297 2.01846 -3.30123
90 C 2.84346 1.24883 -3.99328
91 C 2.71092 -0.16832 -3.44175
92 C 1.52359 2.01428 -3.93179
93 N 0.92722 1.98538 -2.58363
94 C -0.11864 1.32654 -2.12772
95 N -0.12967 1.48349 -0.83951
96 N 0.90306 2.31301 -0.50772
97 N 1.53306 2.60605 -1.55923
98 H 4.90729 1.47785 -3.37790
99 H 3.74618 2.17024 -2.24448
100 H 4.10748 3.00289 -3.75169
101 H 3.07494 1.18259 -5.05949
102 H 2.64825 -0.14177 -2.34553
103 H 3.60819 -0.74837 -3.68514
104 H 1.84525 -0.71782 -3.82991
105 H 0.77946 1.57233 -4.59327
106 H 1.63394 3.06947 -4.19460
107 H -0.79939 0.72523 -2.71540